10
Properties=species:S:1:pos:R:3:lowdin_charge:R:1 method="wB97M-V/def2-TZVPD" e_above_lowest_ev=3.918 total_charge=0
C 0.396 0.736 -0.284 -0.248
C 1.647 0.246 -0.211 -0.409
C -0.033 -1.536 -0.172 -0.441
C -0.582 -0.268 -0.269 -0.816
S 1.690 -1.458 -0.188 0.998
Se -2.445 0.164 -0.229 0.638
H 0.114 1.705 -0.348 0.065
H 2.527 0.772 -0.390 0.051
H -0.689 -2.399 0.123 0.092
H -2.624 2.036 1.968 0.069